A structure of composition C20H46OP4STm, computed with wB97M-V/def2-TZVPD.

XYZ file:
```
73
Properties=species:S:1:pos:R:3:mulliken_spin:R:1
Tm -0.252 -0.079 -0.362 2.0320
P -2.032 -2.261 0.229 -0.0097
P 0.163 -0.847 2.496 -0.0027
P 2.183 -2.263 -0.281 0.0017
H 1.643 2.903 -5.043 0.0001
C 1.916 1.850 -5.153 -0.0009
C 0.948 0.931 -5.209 0.0000
H -0.101 1.237 -5.185 -0.0001
C -3.708 -1.512 0.425 -0.0010
C -2.255 -3.476 1.617 -0.0005
C -2.397 -3.486 -1.083 0.0000
C 1.397 0.270 3.262 -0.0006
C -1.330 -0.286 3.390 0.0004
C 0.487 -2.306 3.569 -0.0009
C 3.050 -2.955 -1.705 -0.0005
C 1.281 -3.698 0.376 0.0008
C 3.388 -1.852 1.058 0.0003
H 2.984 1.650 -5.338 0.0000
H 1.164 -0.086 -5.534 0.0000
H -3.862 -0.721 -0.319 0.0002
H -3.827 -1.084 1.429 -0.0001
H -4.455 -2.303 0.276 0.0000
H -2.410 -2.986 2.584 0.0001
H -1.398 -4.155 1.689 -0.0001
H -3.150 -4.073 1.389 -0.0001
H -2.376 -3.013 -2.068 -0.0001
H -3.398 -3.901 -0.906 0.0000
H -1.668 -4.304 -1.064 0.0002
H 1.480 0.014 4.321 0.0000
H 1.085 1.313 3.183 0.0001
H 2.374 0.127 2.796 0.0000
H -1.121 -0.345 4.467 0.0000
H -2.207 -0.903 3.163 0.0000
H -1.562 0.752 3.149 0.0002
H 0.410 -1.947 4.603 -0.0002
H 1.496 -2.709 3.427 0.0000
H -0.264 -3.092 3.428 0.0001
H 3.905 -3.592 -1.455 0.0000
H 3.374 -2.155 -2.378 0.0000
H 2.335 -3.584 -2.247 0.0000
H 1.926 -4.600 0.307 0.0003
H 0.376 -3.876 -0.235 0.0000
H 0.992 -3.536 1.434 -0.0001
H 4.346 -2.392 0.931 0.0003
H 3.006 -2.144 2.055 -0.0001
H 3.603 -0.773 1.094 0.0000
C 1.072 1.334 -2.439 0.0014
C 2.452 1.604 -2.319 -0.0012
C 2.866 2.908 -2.167 0.0006
C 1.920 3.954 -2.109 -0.0011
C 0.628 3.718 -2.607 0.0009
C 0.135 2.416 -2.528 -0.0015
S 0.508 -0.245 -2.913 -0.0104
H 1.258 -1.449 -1.273 -0.0007
H 3.144 0.780 -2.482 0.0004
H 3.940 3.107 -2.179 -0.0001
H 2.201 4.969 -1.791 0.0000
H 0.002 4.528 -3.007 -0.0001
H -0.934 2.199 -2.700 -0.0002
C -1.746 3.011 2.657 0.0002
P -1.804 2.881 0.879 -0.0011
C -0.673 4.082 0.241 0.0003
C -3.420 3.169 0.190 0.0001
O -1.347 1.460 0.422 -0.0065
H -2.583 2.484 3.132 0.0000
H -1.794 4.070 2.956 0.0000
H -0.800 2.604 3.041 -0.0001
H -0.841 5.060 0.710 0.0000
H 0.352 3.744 0.431 0.0000
H -0.794 4.175 -0.843 -0.0002
H -3.471 2.717 -0.813 0.0000
H -4.203 2.715 0.817 0.0000
H -3.609 4.252 0.109 0.0000
```

Output
Kohn-Sham gap (alpha / beta), eV: 6.62 / 6.67
Charge: +3
DFT total energy, hartree: -3712.79223
Energy relative to the best compared isomer or geometry (same formula, charge and spin), eV: 0.000
F_max, Eh/bohr: 0.0491
Spin multiplicity: 3
<S²>: 2.002
HOMO energy (alpha / beta), hartree: -0.5871 / -0.5872